This record from the OMol25 dataset describes C20H23N2O10OsS as an isolated structure. The level of theory is ωB97M-V/def2-TZVPD.

Each line ends with the Mulliken charge.
Element x y z (Å)
H (-0.5297, -2.8885, 3.7328)  0.418
H (0.0953, -1.9095, 5.0462)  0.426
C (-0.1948, 2.7504, 0.8597)  -2.001
H (-1.8006, 2.4263, -5.1560)  0.646
C (-0.6558, -0.7125, -4.5782)  -0.747
H (3.8234, -3.1183, -0.6653)  0.443
O (-1.9326, 3.7689, -3.1598)  -0.553
C (-0.0690, 1.4324, 1.5649)  1.663
C (1.1354, 1.0907, 2.2331)  0.694
C (1.1490, 0.0190, 3.1323)  1.552
C (-1.5080, 1.5419, -4.6060)  -0.407
H (2.1094, -0.7657, 4.8892)  0.498
H (3.1098, -0.7803, 3.4359)  0.356
O (-0.5180, -2.1192, -1.2100)  -0.530
C (2.9096, -2.6667, -1.0381)  -1.174
H (-1.0349, 2.7698, 0.1749)  0.437
C (0.0747, -0.8878, 3.1707)  1.280
C (-0.2771, -2.0003, -2.5418)  0.482
O (1.2009, -1.8941, 0.8445)  -0.758
H (-3.3849, 0.5442, 1.7622)  0.493
S (2.4460, -1.3907, 0.0888)  1.309
H (0.7045, 3.0122, 0.3085)  0.442
N (-2.1430, 2.7249, -2.5966)  0.923
H (-2.7681, -1.5338, 3.4258)  0.404
C (-0.7240, -0.7331, -3.1888)  0.399
C (-1.5998, 1.5108, -3.2297)  0.043
O (-1.2845, 1.4618, -7.2844)  -0.602
C (-1.0438, 0.4180, -5.2599)  -0.532
H (-2.7368, 1.3940, 0.3599)  0.265
H (-0.3539, 3.5321, 1.6080)  0.394
C (-1.2217, 0.6172, 1.7276)  0.315
H (-2.6790, 2.1392, 1.9449)  0.377
H (2.4076, 2.7339, 2.7656)  0.418
Os (-0.2670, -0.6982, 0.0496)  2.100
C (2.3562, -0.2121, 3.9889)  -2.337
O (-1.2222, 0.4401, -1.1404)  -0.790
C (0.2111, -2.1391, 3.9842)  -2.401
H (2.1007, -3.3888, -1.1012)  0.337
O (-0.5658, -0.5724, -7.2690)  -0.598
N (-0.9606, 0.4364, -6.7341)  1.067
H (3.0718, -2.2038, -2.0074)  0.380
H (-0.2940, -1.5824, -5.1094)  0.651
C (-1.0910, -0.6332, 2.4201)  0.837
O (-2.7821, 2.5950, -1.5738)  -0.542
C (2.3705, 1.9172, 2.0395)  -2.414
O (3.5187, -1.0667, 0.9631)  -0.569
H (2.8098, 0.7306, 4.2852)  0.486
H (-1.9226, -2.6259, 2.3398)  0.672
C (-1.1930, 0.3886, -2.4872)  0.553
O (0.2439, -2.8967, -3.1348)  -0.551
H (1.1983, -2.5793, 3.8518)  0.467
C (-2.5870, 1.1899, 1.4143)  -1.795
C (-2.2540, -1.5971, 2.4644)  -2.611
O (1.8637, -0.2624, -0.7020)  -0.716
H (3.2638, 1.3110, 2.1660)  0.548
H (-2.9825, -1.3956, 1.6835)  0.473
H (2.4078, 2.3578, 1.0478)  0.384

Summary:
Relative energy (zero: lowest compared OMol25 entry of this formula, charge and spin): 0.1797 eV
Lowest unoccupied orbital energy (spin up / spin down): -4.11 / -6.31 eV
HOMO level (spin up / spin down): -12.5 / -13.1 eV
Multiplicity: 5
Total charge: +1